2 unconnected molecules or ions with the total composition C2H7FP2, computed with ωB97M-V/def2-TZVPD.

calculated total energy	-23478.9720	eV
relative energy (zero: lowest compared OMol25 entry of this formula, charge and spin)	2.541	eV
LUMO energy (spin up / spin down)	0.377 / -1.081	eV

Last column: Löwdin charge in e.
Geometry (Å):
H1 0.21 0.19 2.15  0.04
C1 0.07 -1.64 1.06  -0.05
H2 0.15 -2.03 0.10  0.01
C2 -0.15 -0.24 1.26  -0.24
H3 -1.18 0.15 1.16  0.07
H4 0.24 -2.20 1.94  0.03
H5 -0.75 1.91 -4.49  -0.15
P1 0.21 0.52 -2.44  0.50
P2 -0.04 2.46 -3.36  0.38
F1 0.59 -0.24 -3.84  -0.52
H6 -1.31 2.84 -2.53  -0.10
H7 0.32 0.33 0.28  0.03